119
Properties=species:S:1:pos:R:3 method="wB97M-V/def2-TZVPD" orbital_gap_ha="0.1527 / 0.1514" relative_energy_ev=0.000 e_homo_ha="-0.036 / -0.035" total_charge=-2 spin_multiplicity=1
Cs -1.16098 1.35571 -1.24355
C 1.66825 -5.45391 3.03071
C 0.81075 -4.29618 2.58622
C -0.46735 -4.11217 3.06601
C -1.29283 -3.01263 2.71077
C -2.61435 -3.00988 3.19628
N -3.50239 -1.93001 3.13972
C -3.15840 -0.65821 3.75992
C -3.51050 0.55099 2.90145
C -4.86403 0.45222 2.20977
N -4.72525 -0.22558 0.92419
C -5.59439 -0.99150 0.35490
C -5.43517 -1.51657 -0.95240
C -6.41288 -2.37806 -1.49901
C -6.31850 -2.85801 -2.77315
C -7.35888 -3.75927 -3.38150
C -5.18485 -2.45843 -3.53452
C -4.18970 -1.65872 -3.05565
C -3.04978 -1.27099 -3.94083
N -1.80578 -1.36682 -3.74041
C -1.25227 -1.95777 -2.52231
C 0.17743 -2.40439 -2.79642
C 0.94585 -2.70539 -1.51453
N 1.32856 -1.44090 -0.88794
C 1.11018 -1.25731 0.35210
C 0.55159 -2.24559 1.31234
C 1.30696 -3.34603 1.68588
C -0.75563 -1.99724 1.81142
O -1.42264 -0.97117 1.43444
C -4.29137 -1.10857 -1.71980
O -3.45954 -0.27628 -1.28021
H 1.11208 -6.11777 3.69612
H 2.01916 -6.04870 2.18201
H 2.55527 -5.10989 3.57004
H -0.87836 -4.83856 3.76517
H -2.99071 -3.91696 3.66252
H -4.45597 -2.20386 3.31044
H -3.64955 -0.57725 4.74357
H -2.08330 -0.64700 3.93103
H -3.47134 1.45657 3.51077
H -2.74455 0.63624 2.12971
H -5.60653 -0.08486 2.80844
H -5.26126 1.45101 2.01651
H -3.87478 -0.07185 0.34937
H -6.49324 -1.23244 0.92217
H -7.26492 -2.65161 -0.88070
H -8.14565 -3.98537 -2.66076
H -7.82884 -3.29772 -4.25420
H -6.92712 -4.70779 -3.71073
H -5.10031 -2.81813 -4.55843
H -3.34691 -0.86014 -4.91046
H -1.25831 -1.21261 -1.72562
H -1.86084 -2.79619 -2.16238
H 0.16880 -3.27777 -3.45658
H 0.68718 -1.59512 -3.32680
H 0.35309 -3.34519 -0.85084
H 1.86109 -3.25135 -1.76305
H 1.39383 -0.27901 0.74949
H 2.30667 -3.46446 1.27600
O -1.19702 5.79210 -2.77902
C -0.75189 4.67481 -2.52641
N -0.50799 4.07362 -1.33931
C -0.49714 4.83013 -0.19819
O -0.53352 6.04777 -0.08769
C -0.35632 4.02444 1.10741
C -0.15506 4.73819 2.28246
C -0.03248 4.04726 3.47562
C -0.09656 2.66489 3.46200
C -0.28493 2.02942 2.24583
N -0.43427 2.68976 1.09556
C -0.46094 3.79246 -3.75252
C -0.17702 4.42353 -4.96296
C -0.01505 3.65406 -6.09864
C -0.14579 2.27412 -6.00581
C -0.41029 1.72650 -4.76352
N -0.57409 2.46536 -3.66085
H -0.09543 5.81499 2.22321
H 0.13520 4.58218 4.40345
H 0.02769 2.07843 4.36289
H -0.33528 0.94547 2.18269
H -0.11296 5.50216 -4.97692
H 0.20571 4.12208 -7.05140
H -0.02847 1.63224 -6.86916
H -0.51661 0.65166 -4.64030
C 6.18653 0.25175 7.47234
C 5.59700 0.65712 6.14478
C 5.05431 1.91643 5.94385
C 4.50876 2.30538 4.71902
C 3.94931 3.69607 4.59414
C 4.49246 1.41381 3.62905
Te 3.67642 1.97907 1.74794
C 5.03805 0.12615 3.83467
C 5.04296 -0.90034 2.73615
C 5.57542 -0.22340 5.07012
H 6.09424 1.05882 8.20195
H 7.24855 0.00423 7.38329
H 5.68438 -0.62842 7.88392
H 5.05151 2.62800 6.76694
H 4.02418 4.22989 5.54595
H 2.90605 3.66787 4.27055
H 4.47626 4.25825 3.81956
H 4.02456 -1.11618 2.40394
H 5.51523 -1.82636 3.07519
H 5.56581 -0.52265 1.85468
H 5.98663 -1.22286 5.19667
F 4.25348 0.92394 -8.60200
C 3.85854 0.89912 -7.30019
C 3.54390 2.09293 -6.67462
C 3.13824 2.06307 -5.35555
C 3.04142 0.84620 -4.63940
C 2.61924 0.82323 -3.29928
C 3.38148 -0.34259 -5.32787
C 3.78437 -0.32003 -6.64895
H 3.61793 3.02264 -7.22346
H 2.87454 2.98389 -4.84961
H 2.52727 -0.09656 -2.73529
H 2.36471 1.74173 -2.78616
H 3.31861 -1.28459 -4.79685
H 4.04127 -1.22679 -7.18054